DFT (ωB97M-V/def2-TZVPD) results for a molecular structure, C3H2BaO4 in a non-equilibrium geometry.

Results
- Energy relative to the best compared isomer or geometry (same formula, charge and spin): 0.0 kcal per mole
- Frontier orbital gap: 0.258 hartree
- F_max: 3.7 eV/Å

Geometry as ORCA input:
```
! RIJCOSX wB97M-V def2-TZVPD def2/J DEFGRID3
* xyz 0 1
H -0.516 -1.866 0.375
C -1.576 -0.176 0.057
C -0.500 -0.944 -0.265
O 0.621 -0.223 -0.687
C 1.722 0.035 0.190
O 2.306 -0.875 0.723
O 1.896 1.294 0.227
Ba 0.173 2.285 -0.703
O -1.576 1.144 -0.059
H -2.551 -0.674 0.143
*
```